No. 1
{"formula": "C18H43ClF3InNO4", "method": "ωB97M-V/def2-TZVPD", "homo_ev": -4.1, "lumo_energy_ev": 1.8, "fmax_ev_per_a": 1.66, "molar_mass_g_mol": 544.81, "charge": -1, "multiplicity": 1, "homo_lumo_gap_ha": 0.21467, "species": ["C", "C", "In", "C", "C", "N", "C", "C", "C", "F", "F", "F", "C", "C", "C", "Cl", "H", "H", "H", "H", "H", "H", "H", "H", "H", "H", "H", "H", "H", "H", "H", "H", "H", "H", "H", "C", "C", "O", "H", "H", "H", "H", "H", "H", "C", "C", "O", "H", "H", "H", "H", "H", "H", "C", "C", "O", "H", "H", "H", "H", "H", "H", "C", "C", "O", "H", "H", "H", "H", "H", "H"], "coordinates": [[-1.4703, -1.2856, -1.0673], [-2.3574, -2.1129, -1.6686], [-1.5981, -3.7201, -3.0028], [-2.2453, -5.7441, -2.3449], [-3.6621, -5.7666, -1.7880], [-4.1783, -7.1498, -1.6268], [0.6350, -3.6751, -2.8886], [1.3028, -5.0328, -3.2164], [2.1077, -5.6104, -2.0852], [2.8345, -4.7149, -1.3960], [1.3387, -6.2529, -1.1815], [2.9921, -6.5476, -2.5297], [-2.1418, -3.5213, -5.1813], [-2.9958, -2.3347, -5.4666], [-4.3897, -2.4268, -4.8207], [-3.2521, -2.1317, -7.3233], [-0.7185, -0.7851, -1.6709], [-1.4741, -1.0893, 0.0102], [-3.4187, -2.0490, -1.4039], [-1.5632, -6.1600, -1.5974], [-2.1933, -6.4091, -3.2174], [-3.6469, -5.3308, -0.7863], [-4.3251, -5.1908, -2.4477], [-4.5172, -7.5046, -2.5127], [-4.9569, -7.1694, -0.9781], [0.9761, -2.9212, -3.6021], [0.9180, -3.3057, -1.9016], [0.5376, -5.7755, -3.4530], [1.9793, -4.9086, -4.0628], [-1.2099, -3.4664, -5.7547], [-2.6398, -4.4431, -5.5035], [-2.5225, -1.4051, -5.1566], [-5.1605, -2.2483, -5.5709], [-4.5542, -3.4010, -4.3616], [-4.4994, -1.6309, -4.0805], [1.0853, 2.2829, 0.3655], [1.2182, 0.8177, -0.0043], [1.1803, 0.6162, -1.4131], [0.1505, 2.6876, -0.0257], [1.0946, 2.4173, 1.4472], [1.9035, 2.8653, -0.0645], [0.3941, 0.2391, 0.4073], [2.1555, 0.4106, 0.3932], [1.9137, 1.1060, -1.7969], [-0.8416, 6.1117, 3.3688], [-0.2629, 5.0907, 2.4086], [-0.6330, 3.7617, 2.7571], [-0.5123, 5.8923, 4.3851], [-0.5267, 7.1231, 3.1077], [-1.9341, 6.0813, 3.3651], [0.8260, 5.1178, 2.4361], [-0.5823, 5.3007, 1.3820], [-1.5921, 3.6970, 2.7229], [2.0599, 3.8312, 7.4306], [1.7751, 4.5296, 6.1147], [1.5929, 5.9343, 6.2910], [1.2439, 4.0028, 8.1331], [2.1793, 2.7567, 7.2868], [2.9739, 4.2215, 7.8857], [0.8548, 4.1542, 5.6694], [2.5908, 4.3577, 5.4040], [2.4011, 6.2918, 6.6704], [3.9918, 5.3847, 2.6364], [4.1349, 3.9333, 2.2138], [4.1374, 3.7909, 0.7982], [3.0738, 5.8096, 2.2298], [3.9687, 5.4792, 3.7234], [4.8258, 5.9810, 2.2579], [3.2945, 3.3419, 2.5757], [5.0557, 3.5074, 2.6279], [4.8783, 4.2946, 0.4482]], "forces_ev_per_a": [[-0.6, -0.4, -0.2], [0.0, 0.9, -1.0], [0.2, 0.3, -0.3], [-0.2, 0.1, 0.1], [0.3, -0.5, -0.2], [0.0, 0.0, 0.2], [-0.3, 0.1, -0.1], [-0.3, 0.7, 0.2], [-0.1, -0.3, -0.2], [0.1, 0.1, 0.0], [-0.1, 0.1, 0.1], [0.1, 0.0, 0.0], [0.2, 0.0, -0.2], [-0.3, -0.6, 0.5], [0.0, 0.5, -0.4], [0.1, 0.2, -0.1], [1.0, -0.9, 0.5], [-0.7, 1.0, -0.2], [0.3, -1.0, 1.3], [0.0, 0.0, 0.0], [0.0, 0.1, 0.0], [-0.2, 0.2, -0.1], [-0.1, 0.2, 0.2], [0.0, 0.0, 0.0], [-0.1, 0.0, -0.1], [0.1, 0.0, 0.1], [0.0, -0.1, 0.0], [0.3, -0.2, -0.1], [0.0, -0.3, 0.0], [0.0, 0.1, 0.1], [-0.1, 0.1, 0.1], [0.1, 0.0, -0.3], [0.0, -0.1, 0.1], [0.0, 0.0, 0.0], [0.0, -0.2, 0.2], [0.0, 0.0, -0.2], [0.2, 0.1, -0.1], [0.0, 0.1, 0.0], [-0.1, 0.0, 0.1], [0.0, 0.0, 0.0], [0.1, 0.0, 0.1], [0.0, -0.1, 0.0], [-0.1, 0.0, 0.1], [0.0, 0.0, 0.0], [0.0, -0.1, 0.1], [-0.3, 0.0, -0.1], [0.1, 0.0, 0.2], [0.1, 0.1, 0.0], [0.0, 0.0, 0.0], [0.0, 0.0, -0.1], [0.0, -0.1, 0.0], [0.1, 0.1, 0.0], [0.0, 0.0, 0.0], [0.0, 0.0, 0.0], [0.2, 0.1, 0.1], [-0.1, 0.0, -0.1], [0.0, 0.0, 0.0], [0.0, 0.0, 0.0], [0.0, 0.0, 0.0], [0.0, 0.0, 0.0], [-0.1, -0.1, 0.0], [0.0, 0.0, 0.0], [0.0, 0.0, -0.1], [0.1, 0.1, -0.1], [0.0, 0.0, 0.0], [0.0, 0.0, 0.0], [0.0, 0.0, 0.0], [0.0, 0.0, 0.1], [0.0, 0.0, 0.0], [-0.1, 0.0, 0.1], [0.0, 0.0, 0.0]]}



No. 2
{"formula": "C18H43DyF6NO6S2Si2", "method": "ωB97M-V/def2-TZVPD", "homo_ev": [-11.9, -11.9], "lumo_energy_ev": [-2.9, -2.9], "fmax_ev_per_a": 2.33, "molar_mass_g_mol": 766.34, "charge": 1, "s2": 9.33, "multiplicity": 6, "homo_lumo_gap_ha": [0.32938, 0.32942], "species": ["O", "O", "C", "C", "H", "H", "H", "H", "H", "C", "C", "H", "H", "H", "H", "H", "C", "C", "C", "H", "H", "H", "H", "H", "C", "H", "H", "H", "H", "H", "H", "Dy", "C", "Si", "H", "H", "C", "C", "C", "C", "Si", "H", "H", "C", "C", "C", "H", "H", "H", "H", "H", "H", "H", "H", "H", "H", "H", "H", "H", "H", "H", "H", "H", "H", "F", "C", "F", "F", "S", "O", "O", "N", "S", "O", "O", "C", "F", "F", "F"], "coordinates": [[-1.5442, -1.4878, -0.8050], [0.9131, 1.5269, -4.6454], [-0.5084, -2.6122, -1.0713], [-1.1548, -3.9974, -1.0797], [0.3486, -2.5066, -0.3640], [-0.1167, -2.3387, -2.0589], [-1.2551, -4.3764, -0.0510], [-0.4507, -4.6626, -1.6173], [-2.1382, -4.0342, -1.5979], [-2.0023, -0.6547, -1.9283], [-1.4630, -1.0041, -3.3115], [-1.7842, 0.3931, -1.6231], [-3.0749, -0.8051, -1.8952], [-0.4709, -0.5753, -3.4689], [-2.1709, -0.5315, -4.0000], [-1.4818, -2.0696, -3.5462], [0.5925, 2.5972, -3.7532], [2.3299, 1.4066, -4.7948], [-0.8974, 2.8484, -3.9060], [1.1363, 3.5349, -3.9851], [0.8527, 2.2937, -2.7224], [-1.1066, 3.2250, -4.9198], [-1.2469, 3.5974, -3.1879], [-1.4484, 1.9076, -3.7645], [2.6435, 0.5826, -6.0397], [2.7235, 0.9060, -3.8857], [2.8363, 2.3941, -4.9025], [1.9691, -0.2724, -6.1207], [3.6794, 0.2308, -6.0055], [2.5370, 1.2070, -6.9354], [2.5893, -0.5146, 0.4202], [-1.0789, -0.7811, 1.2852], [3.1263, -0.3296, -0.5090], [4.3192, 0.9437, 0.1862], [3.4864, -1.2739, -0.8822], [2.3552, 0.0453, -1.2298], [6.0363, 0.5154, -0.4492], [3.8623, 0.5709, 2.0268], [3.2361, 2.4989, 0.0873], [-2.8153, -2.0407, 1.8448], [-3.8472, -0.4914, 1.6473], [-2.9558, -2.4589, 2.8557], [-3.0436, -2.8409, 1.1123], [-4.9753, -0.6442, 0.1445], [-2.8637, 1.1021, 1.2022], [-4.6949, -0.1611, 3.2755], [2.5554, 2.5183, -0.7761], [3.7434, 3.4794, 0.0996], [2.5488, 2.5291, 0.9583], [6.2000, -0.5763, -0.3205], [6.8605, 1.0270, 0.0539], [6.1318, 0.6898, -1.5392], [3.6311, -0.4952, 2.1811], [2.9224, 1.1025, 2.2742], [4.6236, 0.8690, 2.7744], [-3.5786, 1.6238, 0.5455], [-1.9076, 1.1547, 0.5918], [-2.7087, 1.7501, 2.0783], [-5.6429, 0.3695, 3.1116], [-4.0435, 0.4424, 3.9274], [-4.8930, -1.1233, 3.7708], [-5.9807, -0.2770, 0.4090], [-5.0199, -1.7035, -0.1596], [-4.5802, -0.0430, -0.6956], [-1.5531, 3.1764, 4.1784], [-0.7562, 2.3211, 4.8661], [0.3111, 2.9954, 5.3369], [-1.4691, 1.8136, 5.8934], [-0.2059, 0.8654, 3.6706], [-1.4889, 0.1393, 3.4861], [0.3290, 1.1880, 2.3106], [0.7992, -0.0138, 4.5448], [0.9981, -1.5231, 4.0290], [0.5466, -1.6933, 2.6078], [2.3316, -1.9567, 4.3225], [-0.2045, -2.6639, 4.9520], [0.1538, -2.8067, 6.2374], [-1.4779, -2.1720, 4.9202], [-0.1586, -3.8691, 4.3281]], "forces_ev_per_a": [[1.8, -1.2, -0.3], [0.7, 1.0, 0.1], [-1.0, 1.0, -0.9], [0.3, 0.1, 0.2], [-0.7, 0.0, -0.1], [0.1, -0.3, 0.5], [-0.2, 0.1, -0.4], [-0.4, 0.2, 0.3], [0.7, 0.2, 0.3], [-0.1, -0.2, 0.2], [-0.3, 0.6, 0.3], [-0.1, -0.5, -0.5], [-0.1, 0.1, -0.2], [-0.1, -0.2, -0.2], [0.3, 0.0, -0.1], [0.0, 0.1, 0.2], [-0.5, -0.2, -0.1], [0.3, -0.4, 0.0], [-0.1, 0.0, -0.1], [0.0, -0.5, 0.0], [0.0, 0.2, -0.1], [0.0, -0.2, 0.4], [0.0, -0.1, -0.1], [0.0, 0.3, 0.0], [0.0, 0.3, 0.0], [0.0, 0.3, -0.3], [-0.5, -0.4, 0.3], [0.1, 0.0, 0.0], [-0.2, 0.0, 0.0], [-0.1, -0.2, 0.2], [-0.4, -0.4, -0.1], [1.7, -0.6, 0.7], [-1.4, 0.3, -0.8], [-1.7, -0.7, 1.2], [0.3, -0.4, -0.1], [0.7, -0.1, 0.3], [0.2, 0.1, -0.3], [0.9, -0.1, 0.6], [0.0, 1.3, -0.4], [-0.2, -0.6, 0.0], [-1.7, -0.8, 0.1], [0.2, 0.4, -0.3], [0.0, 0.6, 0.2], [0.0, 0.0, 0.0], [0.4, 1.0, -0.5], [0.0, 0.3, 0.0], [0.4, -0.1, -0.1], [-0.1, -0.3, -0.1], [0.6, -0.2, -0.4], [-0.3, 0.6, 0.1], [-0.1, 0.0, -0.1], [-0.1, 0.1, 0.5], [0.4, 0.2, 0.0], [0.6, -0.2, -0.2], [-0.4, -0.2, -0.2], [0.2, -0.1, 0.2], [-0.9, 0.4, 0.3], [0.0, -0.3, -0.3], [0.2, -0.1, 0.2], [-0.3, -0.2, -0.1], [0.0, 0.4, -0.1], [0.3, -0.2, -0.3], [-0.2, 0.5, 0.0], [-0.4, -0.3, 0.3], [1.0, -1.3, 0.4], [0.1, 1.2, 0.8], [-1.2, -1.0, -0.7], [1.1, 0.2, -1.6], [-0.1, -1.5, -0.6], [0.4, 0.8, 0.1], [-0.8, 0.5, 2.1], [-0.8, 0.4, -0.5], [1.3, 0.1, -0.4], [0.2, 0.1, 1.0], [-1.4, 0.0, -0.1], [-0.8, -0.5, 0.6], [-0.1, 0.2, -1.4], [1.7, -0.7, -0.1], [-0.1, 1.5, 0.7]]}



No. 3
{"formula": "C18H43F6NO6S2ScSi2", "method": "ωB97M-V/def2-TZVPD", "homo_ev": -11.8, "lumo_energy_ev": -2.9, "fmax_ev_per_a": 3.76, "molar_mass_g_mol": 648.79, "charge": 1, "multiplicity": 1, "homo_lumo_gap_ha": 0.32945, "species": ["O", "O", "C", "C", "H", "H", "H", "H", "H", "C", "C", "H", "H", "H", "H", "H", "C", "C", "C", "H", "H", "H", "H", "H", "C", "H", "H", "H", "H", "H", "H", "Sc", "C", "Si", "H", "H", "C", "C", "C", "C", "Si", "H", "H", "C", "C", "C", "H", "H", "H", "H", "H", "H", "H", "H", "H", "H", "H", "H", "H", "H", "H", "H", "H", "H", "F", "C", "F", "F", "S", "O", "O", "N", "S", "O", "O", "C", "F", "F", "F"], "coordinates": [[-0.5164, -1.6389, -0.1271], [-1.9424, -0.6146, -2.2545], [0.6521, -2.3282, -0.6999], [1.1150, -3.5467, 0.0617], [1.4588, -1.5825, -0.7656], [0.3442, -2.5738, -1.7203], [1.3901, -3.3115, 1.0964], [2.0121, -3.9291, -0.4353], [0.3660, -4.3394, 0.0403], [-1.4521, -2.4394, 0.7001], [-2.4264, -3.1623, -0.1805], [-1.9652, -1.7357, 1.3694], [-0.8645, -3.1211, 1.3298], [-3.0243, -2.4470, -0.7584], [-3.1118, -3.7455, 0.4432], [-1.9171, -3.8523, -0.8622], [-3.0774, 0.2716, -2.4978], [-1.7211, -1.5330, -3.3620], [-4.1960, 0.0160, -1.5247], [-3.4426, 0.1543, -3.5333], [-2.7002, 1.2965, -2.3993], [-4.5359, -1.0249, -1.5558], [-5.0489, 0.6534, -1.7830], [-3.8885, 0.2671, -0.5094], [-2.9179, -2.3809, -3.7298], [-0.8914, -2.1762, -3.0485], [-1.3857, -0.9541, -4.2408], [-3.3075, -2.9244, -2.8634], [-2.5980, -3.1214, -4.4722], [-3.7166, -1.7885, -4.1865], [-0.7486, -0.1858, -0.9574], [0.2215, 0.3777, 1.1784], [-0.3111, 1.0446, -0.8965], [0.5763, 1.4195, -2.5517], [-1.1737, 1.7188, -0.8174], [0.5395, 1.4981, -0.2790], [1.4635, -0.0717, -3.2614], [1.9274, 2.6839, -2.1429], [-0.5459, 2.2030, -3.8343], [2.3856, 0.4136, 0.8264], [3.5343, 1.3990, 1.9391], [2.6279, 0.6618, -0.2229], [2.6845, -0.6507, 0.9425], [4.7578, 2.3930, 0.9004], [4.5009, 0.2309, 3.0476], [2.6442, 2.6309, 3.0436], [0.0633, 2.6437, -4.6385], [-1.1370, 3.0116, -3.3821], [-1.2378, 1.4855, -4.2939], [2.2722, -0.4078, -2.5985], [1.9149, 0.2111, -4.2249], [0.7916, -0.9184, -3.4449], [2.4935, 2.4411, -1.2349], [1.4796, 3.6798, -2.0126], [2.6392, 2.7367, -2.9804], [4.9229, -0.6022, 2.4693], [3.8572, -0.1853, 3.8349], [5.3336, 0.7647, 3.5269], [2.3128, 2.1804, 3.9880], [1.7650, 3.0708, 2.5549], [3.3498, 3.4443, 3.2798], [5.5599, 2.7837, 1.5427], [4.2726, 3.2476, 0.4098], [5.2233, 1.7690, 0.1259], [-3.1387, 3.1037, 1.3883], [-2.8818, 1.9683, 2.0700], [-3.9338, 1.6367, 2.8318], [-2.7082, 0.9622, 1.1363], [-1.2753, 2.0606, 3.0046], [-0.2685, 2.3271, 1.8996], [-1.2381, 2.9109, 4.1535], [-1.1159, 0.4350, 3.1960], [0.1611, -0.0787, 4.0918], [0.9870, -0.7035, 3.0185], [0.7860, 0.8554, 4.9867], [-0.6175, -1.4837, 5.0421], [-1.6301, -1.0353, 5.8129], [-1.0941, -2.4075, 4.1741], [0.3168, -2.0616, 5.8269]], "forces_ev_per_a": [[0.5, -0.4, 2.2], [-1.1, -0.3, -1.3], [-0.3, 0.0, -0.3], [0.2, 0.0, -0.1], [-0.4, -0.1, 0.1], [0.3, -0.2, 0.2], [-0.1, 0.0, -0.1], [-0.1, 0.1, 0.1], [0.1, 0.0, 0.1], [0.6, 0.1, -0.3], [-0.5, -0.1, -0.1], [0.1, 0.0, -0.2], [-0.2, 0.2, -0.2], [0.3, -0.2, 0.2], [0.1, 0.0, -0.1], [-0.1, 0.1, 0.1], [0.5, -0.1, -0.3], [0.1, 0.4, 0.2], [-0.3, 0.0, 0.1], [0.3, 0.1, 0.4], [-0.1, -0.1, 0.0], [0.1, 0.2, 0.0], [0.1, -0.1, 0.1], [-0.1, -0.2, -0.1], [-0.1, -0.2, -0.1], [-0.2, 0.2, -0.1], [-0.1, -0.2, 0.3], [0.0, 0.1, -0.2], [-0.1, 0.1, 0.1], [0.1, -0.2, 0.1], [1.4, 3.4, 0.5], [0.6, -2.1, 0.8], [-0.2, -0.7, -1.0], [0.6, 0.4, -0.5], [0.2, -0.1, 0.1], [-0.7, -0.2, -1.3], [-0.1, -0.2, 0.0], [-0.3, 0.0, -0.1], [-0.1, -0.1, 0.0], [-0.5, -0.3, -0.5], [0.5, 0.3, 0.2], [-0.1, -0.1, 0.3], [-0.2, 0.3, 0.1], [-0.1, -0.1, -0.1], [0.0, -0.1, 0.0], [-0.1, 0.2, 0.1], [-0.1, -0.1, 0.3], [0.1, -0.1, -0.2], [0.1, 0.2, 0.1], [-0.1, 0.1, -0.2], [-0.1, 0.0, 0.3], [0.2, 0.2, 0.0], [-0.1, 0.1, -0.2], [0.2, -0.2, 0.0], [-0.2, 0.0, 0.2], [0.0, 0.1, 0.2], [0.2, 0.0, -0.1], [-0.2, -0.1, -0.1], [0.2, 0.2, -0.3], [0.4, 0.1, 0.2], [-0.3, -0.2, 0.0], [-0.2, -0.1, -0.1], [0.1, -0.2, 0.1], [-0.1, 0.1, 0.1], [0.5, -1.2, 1.1], [-1.7, -0.1, -1.2], [1.4, 0.5, -0.6], [0.0, 1.1, 1.0], [2.1, -0.6, 0.2], [-1.8, 0.1, 1.0], [-0.6, -0.7, -1.4], [0.2, 1.2, 0.7], [0.6, 0.4, -0.8], [-0.6, 0.2, 1.3], [-1.0, -1.2, -0.6], [-0.5, -1.2, 1.1], [1.2, -0.3, -1.0], [0.5, 1.0, 0.7], [-0.9, 0.8, -1.0]]}